1:
DFT (the ωB97M-V functional and the def2-TZVPD basis) results for a single C7H13N molecule.

The HOMO-LUMO gap comes out at 9.8776 eV. As for the SMILES: C=C/C=C(\C)[C@H](C)N. The HOMO energy comes out at -8.9 eV.

Geometry as ORCA input:
```
! RIJCOSX wB97M-V def2-TZVPD def2/J DEFGRID3
* xyz 0 1
C -3.224 0.344 0.150
C -2.488 0.046 -0.913
C -0.895 0.295 -1.047
C -0.076 -0.042 -0.089
C -0.315 -0.742 1.200
C 1.501 0.455 -0.368
C 2.363 -0.756 -0.698
N 2.061 1.179 0.742
H -2.783 0.732 1.057
H -4.300 0.239 0.151
H -2.964 -0.354 -1.803
H -0.631 0.785 -1.972
H -1.295 -1.214 1.210
H 0.444 -1.504 1.375
H -0.275 -0.044 2.039
H 1.489 1.135 -1.225
H 2.361 -1.467 0.127
H 1.988 -1.252 -1.590
H 3.392 -0.445 -0.874
H 1.520 2.008 0.959
H 2.127 0.601 1.571
*
```

***

2:
DFT (the ωB97M-V functional and the def2-TZVPD basis) results for a single C7H13N molecule.

The HOMO-LUMO gap comes out at 8.7098 eV. As for the SMILES: C=CC/C(=C/N)CC. The HOMO energy comes out at -7.7 eV.

Geometry as ORCA input:
```
! RIJCOSX wB97M-V def2-TZVPD def2/J DEFGRID3
* xyz 0 1
C -3.263 -0.191 -0.836
C -2.041 -0.537 -0.518
C -0.800 0.020 -1.123
C 0.367 0.234 -0.146
C 0.035 0.761 1.028
N 0.900 1.186 2.027
C 1.779 0.015 -0.588
C 2.442 -1.234 0.023
H -4.082 -0.702 -0.355
H -3.464 0.584 -1.563
H -1.899 -1.304 0.239
H -0.981 0.998 -1.561
H -0.469 -0.606 -1.951
H -1.000 0.990 1.259
H 1.867 0.916 1.986
H 0.560 1.239 2.968
H 1.876 -0.027 -1.669
H 2.365 0.873 -0.234
H 3.329 -1.481 -0.564
H 1.761 -2.088 -0.038
H 2.729 -1.174 1.072
*
```

***

Tell me which of them is the least stable. Sure, it is 1.

***

1:
DFT (the ωB97M-V functional and the def2-TZVPD basis) results for a 2-piece molecular cluster, C6H14O overall.

The HOMO-LUMO gap comes out at 10.4467 eV. As for the SMILES: C=C(C)CCC.O. The HOMO energy comes out at -9.5 eV.

Geometry as ORCA input:
```
! RIJCOSX wB97M-V def2-TZVPD def2/J DEFGRID3
* xyz 0 1
C -0.727 -0.925 -1.406
C -0.548 0.007 -0.455
C -1.566 1.058 -0.157
C 0.841 0.206 0.185
C 0.939 0.112 1.708
C -0.118 -0.729 2.387
H -1.639 -0.998 -1.980
H -0.031 -1.789 -1.372
H -1.528 1.205 0.965
H -1.347 2.045 -0.592
H -2.559 0.660 -0.461
H 1.359 1.072 -0.274
H 1.472 -0.602 -0.254
H 0.924 1.164 2.023
H 1.909 -0.205 2.095
H 0.248 -1.288 3.252
H -0.487 -1.552 1.765
H -0.965 -0.213 2.859
O 1.470 0.561 -3.317
H 0.705 0.179 -2.871
H 1.648 0.031 -4.097
*
```

***

2:
DFT (the ωB97M-V functional and the def2-TZVPD basis) results for a single C6H14O molecule.

The HOMO-LUMO gap comes out at 11.1958 eV. As for the SMILES: CCCCCCO. The HOMO energy comes out at -10.1 eV.

Geometry as ORCA input:
```
! RIJCOSX wB97M-V def2-TZVPD def2/J DEFGRID3
* xyz 0 1
C 2.467 -2.146 -0.812
C 0.990 -1.830 -0.595
C 0.747 -0.334 -0.419
C -0.709 0.027 -0.132
C -0.871 1.501 0.244
C -2.281 1.880 0.716
O -2.272 2.808 1.783
H 2.646 -3.221 -0.917
H 3.067 -1.785 0.032
H 2.842 -1.653 -1.716
H 0.400 -2.205 -1.442
H 0.622 -2.359 0.294
H 1.366 0.028 0.414
H 1.100 0.200 -1.313
H -1.065 -0.590 0.706
H -1.338 -0.235 -0.994
H -0.186 1.723 1.072
H -0.575 2.135 -0.607
H -2.872 2.267 -0.126
H -2.808 1.000 1.100
H -1.711 3.551 1.516
*
```

***

3:
DFT (the ωB97M-V functional and the def2-TZVPD basis) results for a 3-piece molecular cluster, C6H14O overall.

The HOMO-LUMO gap (alpha / beta) comes out at 9.4238 / 10.0032 eV. The HOMO energy (alpha / beta) comes out at -9.7 / -9.1 eV.

Geometry as ORCA input:
```
! RIJCOSX wB97M-V def2-TZVPD def2/J DEFGRID3
* xyz 0 1
C -3.297 0.474 0.326
C -2.093 0.917 -0.035
C -0.819 0.537 0.663
C 0.367 0.351 -0.271
C 1.660 -0.048 0.421
C 2.761 -0.342 -0.587
O 3.935 -0.681 0.124
H -3.393 -3.059 0.697
H -4.176 1.086 0.142
H -3.437 -0.344 1.041
H -2.017 -0.861 -1.815
H -2.022 1.822 -0.651
H -0.596 1.355 1.371
H -0.990 -0.355 1.276
H 0.521 1.276 -0.848
H 0.102 -0.438 -0.985
H 1.986 0.751 1.098
H 1.499 -0.944 1.034
H 2.455 -1.170 -1.249
H 2.928 0.541 -1.228
H 4.624 -0.867 -0.524
*
```

***

4:
DFT (the ωB97M-V functional and the def2-TZVPD basis) results for a 2-piece molecular cluster, C6H14O overall.

The HOMO-LUMO gap (alpha / beta) comes out at 10.9793 / 8.8686 eV. The HOMO energy (alpha / beta) comes out at -10.3 / -7.9 eV.

Geometry as ORCA input:
```
! RIJCOSX wB97M-V def2-TZVPD def2/J DEFGRID3
* xyz 0 1
C -3.337 0.794 0.229
C -2.022 1.095 -0.339
C -0.827 0.564 0.459
C 0.440 0.466 -0.387
C 1.608 -0.188 0.347
C 2.759 -0.502 -0.593
O 3.801 -1.084 0.164
H -3.363 -6.368 1.820
H -4.223 1.325 -0.104
H -3.467 0.007 0.965
H -1.989 0.648 -1.359
H -1.929 2.176 -0.541
H -0.655 1.205 1.333
H -1.075 -0.433 0.847
H 0.733 1.465 -0.741
H 0.209 -0.124 -1.287
H 1.974 0.460 1.154
H 1.282 -1.125 0.816
H 2.405 -1.190 -1.379
H 3.095 0.422 -1.092
H 4.504 -1.343 -0.443
*
```

***

Tell me which of them is the least stable. Sure, it is 3.

***

1:
DFT (the ωB97M-V functional and the def2-TZVPD basis) results for a single C3H4ClF molecule.

The HOMO-LUMO gap (alpha / beta) comes out at 8.3101 / 8.7984 eV. The HOMO energy (alpha / beta) comes out at -8.4 / -8.8 eV.

Geometry as ORCA input:
```
! RIJCOSX wB97M-V def2-TZVPD def2/J DEFGRID3
* xyz 0 1
C 0.536 0.023 0.604
C -0.323 -0.087 -0.651
C 1.976 0.482 0.404
F 2.156 1.583 -0.317
Cl 2.998 -0.724 -0.045
H -0.056 0.731 1.346
H 0.725 -0.953 0.970
H 0.007 -0.482 -1.638
H -1.179 0.630 -0.733
*
```

***

2:
DFT (the ωB97M-V functional and the def2-TZVPD basis) results for a single C3H4ClF molecule.

The HOMO-LUMO gap comes out at 11.3738 eV. As for the SMILES: C=C[C@H](F)Cl. The HOMO energy comes out at -10.4 eV.

Geometry as ORCA input:
```
! RIJCOSX wB97M-V def2-TZVPD def2/J DEFGRID3
* xyz 0 1
C -1.314 -0.408 -0.520
C -0.319 -0.376 0.333
C 0.934 0.500 0.351
F 0.703 1.653 -0.337
Cl 2.228 -0.438 -0.362
H -2.228 -1.015 -0.642
H -1.076 0.385 -1.330
H -0.280 -1.057 1.138
H 1.352 0.757 1.369
*
```

***

3:
DFT (the ωB97M-V functional and the def2-TZVPD basis) results for a single C3H4ClF molecule.

The HOMO-LUMO gap comes out at 11.1380 eV. As for the SMILES: C=C(F)CCl. The HOMO energy comes out at -10.1 eV.

Geometry as ORCA input:
```
! RIJCOSX wB97M-V def2-TZVPD def2/J DEFGRID3
* xyz 0 1
C -0.656 -1.293 0.034
C 0.345 -0.457 0.166
F 1.567 -0.851 0.566
C 0.371 1.157 -0.114
Cl -1.259 1.761 -0.376
H -0.518 -2.338 0.250
H -1.623 -0.961 -0.290
H 0.799 1.636 0.764
H 0.973 1.344 -1.001
*
```

***

Tell me which of them is the least stable. Sure, it is 1.